ORCA calculation (wB97M-V/def2-TZVPD) on the ion C6H7O with charge +1 in a non-equilibrium geometry.

Cartesian coordinates (Å):
C -1.00 1.21 0.02
C 0.36 1.33 0.25
C -1.27 -0.19 -0.17
C 0.88 0.08 -0.06
C -2.43 -0.77 0.01
C 2.30 -0.64 -0.03
O -0.07 -0.81 -0.36
H -1.86 1.76 0.11
H 0.94 2.25 0.27
H -2.59 -1.78 -0.26
H -3.15 -0.06 0.32
H 3.15 -0.06 0.43
H 2.56 -0.84 -1.08
H 2.18 -1.48 0.55

## Properties
Orbital gap (spin up / spin down) = 9.38 / 6.82 eV
LUMO level (spin up / spin down) = -3.4 / -9.1 eV
<S²> = 2.0066
2S+1 = 3
Net charge = +1

The molecule's natural (NBO) atomic charges, reported in e, are given here: -0.288 -0.164 0.451 0.497 -0.187 -0.657 -0.421 0.246 0.278 0.239 0.226 0.262 0.268 0.251

ORCA calculation (wB97M-V/def2-TZVPD) on the ion C4H11NS2 with charge -1 in a non-equilibrium geometry.

Cartesian coordinates (Å):
N -0.11 -2.63 0.04
C -0.28 -1.77 -1.24
C 0.96 -1.06 -1.68
S 1.45 0.22 -0.46
S -0.36 0.96 0.02
C -0.65 1.12 1.67
C -1.73 2.16 2.00
H -1.10 -2.89 0.19
H 0.35 -3.53 0.08
H -0.47 -2.49 -1.96
H -1.21 -1.24 -1.20
H 1.89 -1.64 -1.84
H 0.73 -0.47 -2.62
H -0.62 0.07 1.88
H 0.20 1.61 2.21
H -1.59 2.89 2.76
H -2.75 1.71 1.89
H -1.80 2.79 0.94

## Properties
Orbital gap (spin up / spin down) = 2.44 / 7.58 eV
LUMO level (spin up / spin down) = 3.5 / 3.7 eV
<S²> = 0.7519
2S+1 = 2
Net charge = -1

The molecule's natural (NBO) atomic charges, reported in e, are given here: -0.865 -0.245 -0.579 -0.351 -0.156 -0.644 -0.713 0.337 0.356 0.167 0.214 0.226 0.209 0.235 0.190 0.204 0.208 0.208

ORCA calculation (wB97M-V/def2-TZVPD) on the ion C4H8NO3 with charge +1 in a non-equilibrium geometry.

Cartesian coordinates (Å):
O 0.70 2.54 -0.95
C 1.00 1.49 -0.45
C -0.11 0.52 -0.02
C 0.04 -0.95 -0.36
C 0.70 -1.82 0.70
O 0.47 -1.28 1.93
O 1.27 -2.84 0.53
N -1.38 1.10 -0.64
H 2.01 1.19 -0.19
H -0.24 0.72 1.04
H 0.56 -1.08 -1.31
H -0.94 -1.44 -0.51
H 0.89 -1.87 2.59
H -2.20 0.73 -0.16
H -1.32 2.12 -0.57
H -1.46 0.88 -1.63

## Properties
Orbital gap = 10.70 eV
LUMO level = -4.1 eV
2S+1 = 1
SMILES = [NH3+][C@H](C=O)CC(=O)O
Net charge = +1

The molecule's natural (NBO) atomic charges, reported in e, are given here: -0.483 0.429 -0.153 -0.556 0.792 -0.710 -0.510 -0.673 0.172 0.274 0.267 0.265 0.522 0.448 0.471 0.445

ORCA calculation (wB97M-V/def2-TZVPD) on a cluster of 2 separate species, C3H11NO3 in total in a non-equilibrium geometry.

Cartesian coordinates (Å):
C 0.79 -1.48 0.34
O 2.15 -1.01 0.74
C -0.27 -0.33 0.10
C -1.46 -0.99 -0.75
O -2.41 0.01 -1.01
N -0.41 0.33 1.40
H 1.03 -2.08 -0.60
H 0.65 -2.31 1.23
H 2.43 -0.50 0.04
H 0.06 0.49 -0.54
H -1.93 -1.83 -0.20
H -1.05 -1.36 -1.58
H -2.98 -0.26 -1.77
H 0.28 0.95 1.82
H -1.41 0.87 1.33
H 1.09 2.15 -0.12
H 1.92 3.38 -0.05
O 1.32 2.88 -0.67

## Properties
Orbital gap = 9.82 eV
LUMO level = 0.6 eV
2S+1 = 1
SMILES = NC(CO)CO.O

The molecule's natural (NBO) atomic charges, reported in e, are given here: -0.090 -0.730 -0.095 -0.039 -0.724 -0.883 0.164 0.213 0.452 0.172 0.161 0.165 0.476 0.386 0.373 0.459 0.468 -0.927

ORCA calculation (wB97M-V/def2-TZVPD) on a cluster of 2 separate species, C2H9N2S in total in a non-equilibrium geometry.

Cartesian coordinates (Å):
C -0.92 -0.38 2.09
S -2.06 -0.07 0.56
H -1.66 -0.79 2.98
H -0.35 0.46 2.23
H -0.30 -1.37 2.12
N 1.65 -0.10 -2.35
C 1.59 -0.34 -0.90
N 1.62 0.89 0.00
H 1.85 0.86 -2.53
H 0.72 -0.19 -2.79
H 2.39 -1.02 -0.73
H 0.69 -0.86 -0.58
H 0.77 1.29 0.36
H 1.90 1.59 -0.71

## Properties
Orbital gap = 6.52 eV
LUMO level = 4.1 eV
2S+1 = 1
Net charge = -1

The molecule's natural (NBO) atomic charges, reported in e, are given here: -0.731 -0.763 0.172 0.172 0.165 -0.858 -0.072 -0.855 0.333 0.360 0.150 0.222 0.387 0.316

ORCA calculation (wB97M-V/def2-TZVPD) on a cluster of 3 separate species, C2H11N2O2 in total in a non-equilibrium geometry.

Cartesian coordinates (Å):
C 0.67 -0.86 -0.98
N -0.76 1.53 1.37
C -0.45 0.35 0.71
N -0.16 0.27 -0.57
H 1.59 -0.49 -1.48
H 0.77 -1.74 -0.31
H 0.09 -1.22 -1.85
H 0.06 2.04 1.56
H -1.52 1.54 2.03
H -0.31 -0.49 1.42
H -0.28 1.09 -1.25
H -2.49 -2.21 -3.11
H -2.68 -2.78 -1.77
O -1.93 -2.46 -2.36
H 3.11 1.70 2.61
H 2.53 0.56 1.76
O 2.46 1.52 1.90

## Properties
Orbital gap (spin up / spin down) = 5.43 / 9.30 eV
LUMO level (spin up / spin down) = 0.8 / 0.8 eV
<S²> = 0.7533
2S+1 = 2

The molecule's natural (NBO) atomic charges, reported in e, are given here: -0.436 -0.891 0.029 -0.610 0.186 0.217 0.217 0.375 0.375 0.134 0.404 0.464 0.468 -0.930 0.470 0.474 -0.947

ΔE to the lowest compared entry with this formula, charge and spin, respectively: 1.8; 306.4; 22.2; 335.5; 176.8; 119.6 kJ/mol.
Energy, respectively: -8371.00611; -27483.57181; -11903.36757; -10919.52844; -16034.72293; -9324.70751 eV.